Below is a molecular structure, C14H33CuN2O6S, with properties calculated with wB97M-V/def2-TZVPD.

Output
⟨S²⟩ = 0.75
LUMO level (alpha / beta) = -2.1 / -4.2 eV
spin multiplicity = 2
energy relative to the best compared isomer or geometry (same formula, charge and spin) = 53.44 kcal per mole
frontier orbital gap (alpha / beta) = 9.556 / 7.336 eV
E_HOMO (alpha / beta) = -11.7 / -11.5 eV
charge = +1

Atoms and positions in Å:
Cu  -0.407  -0.236  -0.209
C  1.730  -3.404  1.653
C  1.011  -2.205  1.005
O  1.398  -1.643  -0.017
O  0.010  -1.684  1.536
H  0.960  -4.138  1.891
H  2.189  -3.140  2.605
H  2.440  -3.964  1.045
C  -1.548  3.123  -2.890
C  -0.798  1.904  -2.238
C  0.612  2.210  -1.637
O  1.115  1.054  -0.968
C  2.513  1.198  -0.781
N  -1.639  1.404  -1.235
H  -2.283  2.696  -3.573
H  -0.958  3.752  -3.558
H  -2.042  3.842  -2.237
H  -0.633  1.113  -2.969
H  0.435  3.075  -0.997
H  1.279  2.504  -2.447
H  3.056  1.221  -1.726
H  3.014  0.341  -0.330
H  2.812  2.072  -0.202
H  -1.830  2.118  -0.546
H  -2.514  1.106  -1.641
C  -3.114  -3.441  -1.345
C  -1.933  -2.554  -1.151
C  -1.395  -2.150  -2.561
O  -0.406  -1.190  -2.346
C  0.698  -1.345  -3.307
N  -2.340  -1.442  -0.257
H  -2.850  -4.154  -2.126
H  -4.108  -3.020  -1.500
H  -3.317  -4.061  -0.472
H  -1.203  -3.144  -0.597
H  -2.094  -1.622  -3.211
H  -1.012  -2.958  -3.184
H  1.224  -0.391  -3.329
H  0.371  -1.573  -4.322
H  1.337  -2.125  -2.892
H  -2.480  -1.935  0.613
H  -3.313  -1.257  -0.458
C  1.652  0.629  4.186
C  0.868  1.755  4.830
C  -0.125  2.255  3.735
S  0.666  2.100  2.155
O  1.112  3.409  1.667
O  -0.192  1.260  1.265
C  2.140  1.153  2.803
H  1.211  -0.368  4.155
H  2.552  0.506  4.788
H  1.562  2.578  5.004
H  0.450  1.443  5.787
H  -0.299  3.318  3.899
H  -1.112  1.792  3.720
H  3.003  1.819  2.794
H  2.523  0.392  2.123

Below is 2 unconnected molecules or ions with the total composition C14H33FNO5P3S, with properties calculated with wB97M-V/def2-TZVPD.

Output
SMILES = CCOCCO[PH](CCCS)([PH2]=N)P(CC)CC.O=C1OC[C@@H](F)O1
LUMO level = 0.5 eV
spin multiplicity = 1
frontier orbital gap = 7.681 eV
E_HOMO = -7.2 eV

Atoms and positions in Å:
C  -4.686  -2.130  2.080
C  -4.683  -2.795  0.715
O  -3.930  -2.093  -0.265
C  -2.556  -1.964  0.040
C  -1.864  -1.723  -1.291
O  -0.498  -1.327  -1.146
P  0.032  -0.043  -0.262
C  1.570  0.895  -0.656
C  2.612  0.102  -1.443
C  2.187  -0.132  -2.889
S  3.264  -1.320  -3.755
P  -1.204  1.355  -1.643
N  -0.945  1.254  -3.200
P  0.829  -1.559  1.271
C  2.476  -0.969  1.886
C  3.230  -2.069  2.636
C  1.197  -3.181  0.472
C  2.109  -3.260  -0.750
H  -5.336  -2.691  2.753
H  -3.692  -2.101  2.525
H  -5.064  -1.109  2.010
H  -5.697  -2.841  0.317
H  -4.312  -3.826  0.790
H  -2.172  -2.871  0.522
H  -2.373  -1.133  0.734
H  -1.841  -2.642  -1.874
H  -2.434  -0.994  -1.869
H  -0.684  0.528  0.817
H  1.319  1.777  -1.248
H  1.961  1.254  0.297
H  3.524  0.705  -1.448
H  2.869  -0.839  -0.959
H  2.272  0.794  -3.454
H  1.148  -0.447  -2.977
H  2.394  -2.333  -3.783
H  -2.555  1.251  -1.227
H  -0.871  2.612  -1.091
H  -1.779  1.090  -3.751
H  2.257  -0.151  2.575
H  3.110  -0.569  1.095
H  2.558  -2.694  3.228
H  3.760  -2.723  1.943
H  3.970  -1.640  3.312
H  1.582  -3.814  1.275
H  0.212  -3.585  0.224
H  1.833  -2.511  -1.491
H  3.157  -3.116  -0.483
H  2.033  -4.237  -1.232
O  0.234  3.303  1.051
C  0.103  4.481  1.053
O  -0.619  5.180  0.151
C  -0.685  6.544  0.573
C  0.521  6.652  1.490
F  0.302  7.473  2.541
O  0.668  5.325  1.956
H  -1.600  6.704  1.146
H  -0.656  7.200  -0.291
H  1.447  6.957  0.998

Below is 3 unconnected molecules or ions with the total composition C14H33FO12P2S, with properties calculated with wB97M-V/def2-TZVPD.

Output
SMILES = CCC[C@]1(C[C@@H](C)F)COS(=O)(=O)O1.COP(=O)(OC)OC.COP(=O)(OC)OC
LUMO level = 0.5 eV
spin multiplicity = 1
frontier orbital gap = 11.285 eV
E_HOMO = -10.8 eV

Atoms and positions in Å:
C  2.106  -1.370  -1.948
C  2.699  -0.058  -2.495
C  4.081  -0.183  -3.139
C  4.208  -0.889  -4.498
C  3.104  -0.562  -5.505
C  1.738  -1.216  -5.308
C  0.965  -1.344  -6.599
F  1.897  -2.502  -4.775
C  4.544  -2.403  -4.435
O  5.968  -2.546  -4.571
S  6.700  -1.149  -4.703
O  7.127  -0.708  -3.419
O  7.616  -1.208  -5.783
O  5.416  -0.342  -5.161
H  1.951  -1.296  -0.872
H  2.781  -2.208  -2.125
H  1.148  -1.618  -2.404
H  2.817  0.637  -1.662
H  2.006  0.437  -3.180
H  4.467  0.824  -3.318
H  4.765  -0.654  -2.431
H  3.489  -0.815  -6.495
H  2.962  0.523  -5.489
H  1.147  -0.661  -4.580
H  1.558  -1.859  -7.356
H  0.051  -1.911  -6.425
H  0.689  -0.355  -6.969
H  4.229  -2.841  -3.491
H  4.089  -2.953  -5.254
C  0.747  1.095  3.087
O  -0.476  1.586  2.515
P  -0.715  1.460  0.941
O  0.418  0.830  0.255
O  -1.127  2.910  0.482
C  -0.119  3.929  0.512
O  -2.121  0.768  0.794
C  -2.209  -0.640  1.072
H  1.588  1.714  2.778
H  0.627  1.152  4.166
H  0.932  0.066  2.784
H  0.815  3.560  0.086
H  0.040  4.262  1.538
H  -0.492  4.754  -0.088
H  -2.119  -0.818  2.144
H  -1.431  -1.182  0.534
H  -3.188  -0.961  0.732
C  -6.594  1.839  5.411
O  -5.520  1.340  6.221
P  -4.839  -0.056  5.864
O  -5.429  -0.678  4.674
O  -4.873  -0.883  7.206
C  -6.148  -1.345  7.670
O  -3.291  0.240  5.824
C  -2.809  1.044  4.737
H  -7.486  1.228  5.539
H  -6.787  2.852  5.755
H  -6.317  1.844  4.359
H  -6.724  -1.775  6.850
H  -6.696  -0.520  8.126
H  -5.950  -2.110  8.415
H  -3.064  2.091  4.903
H  -3.232  0.706  3.791
H  -1.731  0.931  4.717

Below is a molecular structure, C14H34BCoO5, with properties calculated with wB97M-V/def2-TZVPD.

Output
⟨S²⟩ = 3.76
LUMO level (alpha / beta) = 2.9 / 2.9 eV
spin multiplicity = 4
frontier orbital gap (alpha / beta) = 6.375 / 6.308 eV
E_HOMO (alpha / beta) = -3.5 / -3.4 eV
charge = -1

Atoms and positions in Å:
Co  -0.109  -0.751  0.209
C  -1.041  -4.083  0.570
O  -0.882  -2.791  0.003
H  -1.975  -4.171  1.125
H  -0.979  -4.814  -0.237
H  -0.200  -4.364  1.204
C  -1.717  0.234  -2.722
O  -0.823  -0.335  -1.810
H  -2.208  -0.493  -3.370
H  -2.556  0.779  -2.289
H  -1.213  0.998  -3.312
B  0.307  -0.348  2.268
H  0.336  -0.218  3.339
H  1.291  -0.469  1.844
H  -0.242  -1.258  2.082
H  -0.202  0.484  1.804
C  1.282  3.925  -0.596
C  2.604  3.539  0.037
C  2.189  2.347  0.895
O  1.279  1.662  0.014
C  0.569  2.556  -0.778
H  1.486  4.345  -1.581
H  0.689  4.566  0.056
H  2.981  4.415  0.564
H  3.380  3.346  -0.703
H  1.679  2.591  1.826
H  3.029  1.753  1.256
H  -0.472  2.699  -0.489
H  0.750  2.358  -1.835
C  3.760  -2.415  -1.125
C  3.333  -1.629  -2.331
C  2.394  -0.589  -1.689
O  1.678  -1.322  -0.655
C  2.476  -2.394  -0.241
H  4.555  -1.988  -0.513
H  4.064  -3.403  -1.469
H  2.785  -2.246  -3.043
H  4.190  -1.212  -2.859
H  1.687  -0.160  -2.399
H  2.935  0.218  -1.194
H  1.893  -3.289  -0.457
H  2.728  -2.428  0.819
C  -4.218  1.219  1.432
C  -4.516  -0.247  1.643
C  -3.150  -0.878  1.705
O  -2.403  -0.145  0.754
C  -2.870  1.234  0.723
H  -4.071  1.723  2.388
H  -4.971  1.756  0.856
H  -5.033  -0.650  0.772
H  -5.172  -0.406  2.499
H  -3.222  -1.947  1.507
H  -2.728  -0.767  2.704
H  -3.178  1.472  -0.295
H  -2.178  1.991  1.093

Below is a molecular structure, C14H34BGaNO6, with properties calculated with wB97M-V/def2-TZVPD.

Output
LUMO level = 2.3 eV
spin multiplicity = 1
frontier orbital gap = 6.452 eV
E_HOMO = -4.1 eV
charge = -1

Atoms and positions in Å:
C  -7.424  -5.055  0.476
C  -6.815  -4.679  -0.870
O  -5.447  -4.320  -0.811
B  -5.076  -3.043  -0.363
O  -5.358  -2.812  0.993
Ga  -4.215  -1.530  -1.623
C  -2.251  -2.002  -2.056
C  -1.269  -0.957  -1.520
C  -1.189  -1.013  0.007
C  -0.004  -0.267  0.636
N  -0.408  0.878  1.486
C  -1.270  1.812  0.796
C  -2.690  1.886  1.271
O  -0.839  2.516  -0.089
H  -7.297  -4.257  1.207
H  -6.955  -5.963  0.864
H  -8.493  -5.260  0.351
H  -7.402  -3.878  -1.339
H  -6.882  -5.545  -1.538
H  -4.678  -2.218  1.324
H  -5.065  -1.363  -2.987
H  -4.182  -0.096  -0.843
H  -2.012  -2.975  -1.607
H  -2.123  -2.119  -3.138
H  -0.256  -1.093  -1.935
H  -1.592  0.049  -1.820
H  -1.122  -2.070  0.289
H  -2.138  -0.656  0.412
H  0.696  0.062  -0.144
H  0.542  -0.956  1.285
H  0.421  1.419  1.720
H  -2.727  1.756  2.354
H  -3.261  1.076  0.804
H  -3.124  2.843  0.987
C  2.515  2.773  -1.755
O  3.626  3.171  -0.972
C  3.314  3.536  0.356
C  4.284  2.949  1.360
O  4.190  1.545  1.513
C  4.731  0.707  0.507
C  6.240  0.622  0.479
O  6.842  1.824  0.035
C  7.952  2.255  0.783
H  2.025  3.636  -2.219
H  2.885  2.117  -2.542
H  1.775  2.227  -1.163
H  2.296  3.222  0.611
H  3.362  4.631  0.453
H  3.993  3.354  2.334
H  5.308  3.271  1.160
H  4.338  0.959  -0.480
H  4.367  -0.293  0.756
H  6.510  -0.188  -0.213
H  6.607  0.350  1.475
H  7.828  2.039  1.850
H  8.037  3.335  0.657
H  8.881  1.790  0.433

Below is 3 unconnected molecules or ions with the total composition C14H34BNO8S, with properties calculated with wB97M-V/def2-TZVPD.

Output
SMILES = CCCN[C@@H]1OS(=O)(=O)O[C@@H]1CB(O)O.CCOCC.CCOCC
LUMO level = 0.3 eV
spin multiplicity = 1
frontier orbital gap = 10.089 eV
E_HOMO = -9.8 eV

Atoms and positions in Å:
C  -0.740  0.344  2.032
C  -0.667  0.489  0.514
C  -0.974  -0.826  -0.218
N  0.215  -1.451  -0.818
C  0.557  -0.974  -2.131
O  0.450  -2.053  -3.099
S  1.790  -2.914  -3.131
O  1.666  -4.044  -2.276
O  2.173  -3.074  -4.487
O  2.705  -1.845  -2.404
C  2.027  -0.562  -2.327
C  2.655  0.274  -1.238
B  2.331  1.816  -1.450
O  3.284  2.784  -1.365
O  1.062  2.223  -1.811
H  -1.767  0.171  2.361
H  -0.142  -0.511  2.358
H  -0.364  1.233  2.541
H  0.352  0.788  0.256
H  -1.344  1.280  0.177
H  -1.759  -0.677  -0.972
H  -1.361  -1.544  0.509
H  0.034  -2.445  -0.900
H  -0.138  -0.214  -2.493
H  2.100  -0.083  -3.308
H  2.289  -0.093  -0.273
H  3.734  0.093  -1.247
H  4.158  2.442  -1.152
H  0.374  2.118  -1.145
C  0.385  -5.842  1.685
C  0.125  -4.362  1.891
O  -1.006  -4.066  2.695
C  -0.968  -4.562  4.022
C  0.189  -4.032  4.850
H  -0.492  -6.329  1.255
H  1.223  -5.971  0.999
H  0.636  -6.350  2.617
H  -0.094  -3.891  0.932
H  1.020  -3.868  2.287
H  -0.967  -5.657  4.026
H  -1.914  -4.242  4.461
H  1.155  -4.352  4.458
H  0.109  -4.404  5.873
H  0.175  -2.941  4.877
C  -0.022  5.577  -2.191
C  -1.222  4.677  -2.419
O  -1.629  3.953  -1.262
C  -2.025  4.735  -0.148
C  -3.208  5.648  -0.418
H  0.819  4.997  -1.811
H  0.273  6.037  -3.136
H  -0.237  6.383  -1.487
H  -0.966  3.904  -3.143
H  -2.058  5.248  -2.838
H  -1.179  5.315  0.238
H  -2.290  4.007  0.621
H  -2.976  6.410  -1.163
H  -3.492  6.162  0.501
H  -4.065  5.073  -0.772

Below is 10 unconnected molecules or ions with the total composition C14H34ClN10O21, with properties calculated with wB97M-V/def2-TZVPD.

Output
LUMO level = 0.8 eV
spin multiplicity = 1
frontier orbital gap = 6.003 eV
E_HOMO = -5.2 eV
charge = -1

Atoms and positions in Å:
O  6.148  1.112  -3.471
C  6.688  0.223  -2.802
O  7.247  0.420  -1.693
C  6.667  -1.211  -3.502
Cl  7.401  -2.480  -2.399
N  5.410  -1.546  -4.098
C  4.372  -1.997  -3.197
C  3.606  -0.694  -2.578
C  2.896  0.221  -3.664
O  2.155  -0.697  -2.702
H  7.393  -1.098  -4.344
H  5.498  -2.122  -4.927
H  4.677  -2.624  -2.334
H  3.531  -2.468  -3.757
H  4.085  -0.174  -1.694
H  3.170  1.201  -3.250
H  2.854  -0.095  -4.711
C  -0.621  2.154  -1.974
N  -0.147  1.767  -3.328
O  -0.778  0.911  -3.923
O  0.841  2.332  -3.741
H  -1.504  1.570  -1.735
H  0.182  1.943  -1.275
H  -0.855  3.215  -1.998
C  -0.150  -4.183  -3.582
N  1.314  -4.044  -3.364
O  1.977  -3.618  -4.286
O  1.738  -4.366  -2.272
H  -0.384  -3.860  -4.592
H  -0.403  -5.231  -3.442
H  -0.651  -3.555  -2.850
C  6.580  3.097  -0.611
N  5.988  4.380  -0.136
O  5.173  4.328  0.768
O  6.361  5.400  -0.686
H  6.159  2.282  -0.034
H  6.335  2.987  -1.666
H  7.655  3.158  -0.462
C  10.348  0.215  -2.681
N  10.847  -0.183  -4.026
O  10.229  -1.038  -4.626
O  11.847  0.382  -4.435
H  9.460  -0.361  -2.446
H  11.142  0.010  -1.966
H  10.117  1.276  -2.719
C  -0.857  -1.452  1.006
N  -1.394  -0.067  0.938
O  -0.603  0.831  0.748
O  -2.597  0.069  1.078
H  0.219  -1.416  0.864
H  -1.106  -1.852  1.986
H  -1.332  -2.026  0.214
C  -4.668  2.268  2.665
N  -5.208  1.722  3.938
O  -6.344  1.274  3.924
O  -4.481  1.759  4.906
H  -5.425  2.168  1.893
H  -4.426  3.311  2.833
H  -3.780  1.693  2.412
C  -9.014  -0.984  4.511
N  -8.878  -2.340  5.107
O  -9.082  -3.297  4.381
O  -8.572  -2.397  6.280
H  -9.289  -1.089  3.466
H  -9.789  -0.460  5.064
H  -8.053  -0.483  4.609
C  -4.318  7.434  1.815
N  -4.188  6.076  2.407
O  -4.390  5.122  1.677
O  -3.889  6.015  3.580
H  -4.586  7.334  0.768
H  -5.095  7.958  2.366
H  -3.356  7.930  1.921
C  -9.787  -5.411  6.286
N  -9.654  -6.768  6.883
O  -9.855  -7.724  6.157
O  -9.351  -6.825  8.058
H  -10.058  -5.513  5.242
H  -10.564  -4.887  6.838
H  -8.829  -4.912  6.388

Below is 3 unconnected molecules or ions with the total composition C14H34F3O3PS2Si, with properties calculated with wB97M-V/def2-TZVPD.

Output
LUMO level = 0.6 eV
spin multiplicity = 1
energy relative to the best compared isomer or geometry (same formula, charge and spin) = 17.17 kcal per mole
frontier orbital gap = 8.086 eV
E_HOMO = -7.5 eV

Atoms and positions in Å:
C  3.727  -0.848  0.522
C  3.642  0.154  -0.655
P  2.233  -0.096  -1.829
C  1.605  -1.839  -1.823
C  1.258  -2.250  -3.244
Si  0.614  1.347  -1.457
C  -0.815  0.734  -0.388
C  -2.116  0.374  -1.143
C  -2.787  -0.888  -0.553
C  -4.293  -0.836  -0.662
O  -4.785  -0.501  -1.940
C  -4.330  -1.325  -2.998
C  0.034  2.031  -3.181
F  0.271  1.180  -4.177
F  0.769  3.130  -3.466
F  -1.234  2.421  -3.257
H  3.003  -1.644  0.466
H  4.730  -1.242  0.569
H  3.604  -0.301  1.444
H  4.566  0.136  -1.205
H  3.551  1.151  -0.246
H  2.311  -2.543  -1.409
H  0.679  -1.869  -1.264
H  0.837  -3.248  -3.263
H  0.503  -1.599  -3.664
H  2.113  -2.207  -3.904
H  1.243  2.494  -0.764
H  -0.510  -0.110  0.214
H  -1.051  1.533  0.301
H  -2.827  1.178  -1.037
H  -1.942  0.168  -2.188
H  -2.467  -0.993  0.475
H  -2.375  -1.733  -1.093
H  -4.697  -1.777  -0.278
H  -4.640  -0.054  0.000
H  -5.186  -1.559  -3.619
H  -3.912  -2.263  -2.659
H  -3.631  -0.784  -3.626
C  -4.215  -2.916  3.576
S  -4.492  -1.342  2.753
O  -3.254  -0.536  2.919
C  -5.692  -0.722  3.939
H  -3.455  -3.458  3.017
H  -3.868  -2.742  4.594
H  -5.142  -3.489  3.582
H  -5.246  -0.696  4.933
H  -6.572  -1.366  3.932
H  -5.974  0.284  3.636
C  5.332  3.044  3.171
S  5.520  2.381  1.511
O  6.310  1.129  1.623
C  6.633  3.663  0.922
H  4.696  2.365  3.735
H  6.309  3.116  3.650
H  4.861  4.026  3.118
H  7.523  3.692  1.552
H  6.120  4.624  0.941
H  6.914  3.419  -0.100

| no. | energy (Eh) | maximum force (eV Å⁻¹) |
| --- | --- | --- |
| 1 | -3152.58002 | 3.28 |
| 2 | -2506.19705 | 0.51 |
| 3 | -2637.06067 | 0.25 |
| 4 | -2337.45267 | 4.39 |
| 5 | -3009.65039 | 0.63 |
| 6 | -1633.60106 | 0.39 |
| 7 | -3140.79307 | 4.97 |
| 8 | -2506.25787 | 1.61 |